1.
A single C7H10 molecule, computed with ωB97M-V/def2-TZVPD.

Cartesian coordinates (Å):
1 C -0.73820 -0.06836 2.23674
2 C -1.33975 -0.96885 -0.87448
3 C -1.07424 0.56405 1.11593
4 C -0.14766 0.77398 -0.05736
5 C 1.29720 0.24293 -0.00917
6 C 1.16651 -0.31935 -1.43816
7 C -0.35828 -0.06177 -1.43597
8 H -1.44763 -0.19332 3.04851
9 H 0.24764 -0.50189 2.38403
10 H -0.79435 -1.73813 -0.28561
11 H -2.07297 0.98287 1.01186
12 H -0.18553 1.82919 -0.34930
13 H 1.43358 -0.53954 0.74053
14 H 2.06662 1.00435 0.14712
15 H 1.68230 0.29328 -2.18312
16 H 1.46713 -1.36290 -1.57161
17 H -0.74216 0.56323 -2.24732


2.
A single C7H10 molecule at a distorted geometry, computed with ωB97M-V/def2-TZVPD.

Computed properties:
SMILES string   C[C@]12C[C@@H]3[C@H](C1)[C@@H]32

Cartesian coordinates (Å):
1 C 1.62826 -1.22901 -0.24230
2 C 0.35117 -0.41748 -0.04404
3 C -1.07726 -1.00013 -0.12122
4 C -1.50148 0.40142 -0.51260
5 C -0.73643 1.41210 0.31818
6 C 0.25060 0.82592 1.25915
7 C -0.11330 0.77290 -0.92254
8 H 1.73159 -1.96038 0.56570
9 H 1.70607 -1.79617 -1.18946
10 H 2.50092 -0.56595 -0.21478
11 H -1.44635 -1.43333 0.81210
12 H -1.28659 -1.67731 -0.96248
13 H -2.41442 0.72265 -0.99816
14 H -1.24819 2.36449 0.46136
15 H 0.04632 1.06716 2.34252
16 H 1.28016 1.13543 1.10027
17 H 0.37681 1.31723 -1.71994


3.
A single C7H10 molecule, computed with ωB97M-V/def2-TZVPD.

Cartesian coordinates (Å):
1 C 1.46792 1.11182 0.74414
2 C 1.52373 0.45759 -0.58503
3 C 0.14901 -1.31652 -0.51751
4 C -0.75422 -1.50012 0.69660
5 C 0.17538 0.13600 -1.14432
6 C -0.97608 0.97417 -0.78022
7 C -1.87223 1.73088 -0.50248
8 H 2.28619 0.79150 1.39706
9 H 1.71380 2.14970 0.45381
10 H 0.51032 1.15022 1.28384
11 H 1.18561 -1.58301 -0.25110
12 H -0.11974 -2.01656 -1.31279
13 H -1.80536 -1.32974 0.44512
14 H -0.64660 -2.52266 1.07569
15 H -0.49068 -0.81427 1.50815
16 H 0.20992 0.03838 -2.23489
17 H -2.67054 2.40193 -0.26894


4.
A single C7H10 molecule, computed with ωB97M-V/def2-TZVPD.

Computed properties:
SMILES string   C1[C@@H]2CC3(CC3)[C@H]12

Cartesian coordinates (Å):
1 C -1.97974 -0.32001 -0.16543
2 C -1.20275 0.92333 -0.62023
3 C -0.51625 -0.22605 0.03104
4 C 0.51992 -0.98614 -0.79647
5 C 1.55689 -0.57856 0.24816
6 C 1.44927 0.88024 0.63054
7 C 0.46815 -0.09504 1.19013
8 H -2.32107 -1.14668 -0.79244
9 H -2.66188 -0.08949 0.64657
10 H -0.93953 1.17023 -1.65015
11 H -1.36050 1.81322 -0.00787
12 H 0.33415 -2.06441 -0.76337
13 H 0.66010 -0.67510 -1.84036
14 H 2.44966 -1.15391 0.47877
15 H 0.99913 1.57835 -0.07434
16 H 2.23049 1.30827 1.24745
17 H 0.31396 -0.33824 2.23800


Values of energy relative to the best compared isomer or geometry (same formula, charge and spin), in order: 119.8 83.1 122.4 64.2, all in kcal/mol.
Values of Kohn-Sham gap, in order: 8.554 10.263 8.930 10.646, all in eV.